(1)
{
  "formula": "C5H13N2O",
  "method": "wB97M-V/def2-TZVPD",
  "orbital_gap_ev": 7.1,
  "charge": -1,
  "e_homo_ev": -3.17,
  "spin_multiplicity": 1,
  "e_above_lowest_kj_mol": 70.8,
  "energy_ha": -383.036917,
  "elements": ["C", "O", "C", "C", "H", "H", "H", "H", "H", "H", "H", "C", "C", "N", "N", "H", "H", "H", "H", "H", "H"],
  "positions_angstrom": [[1.7995, 0.2533, 1.0831], [0.7764, 0.3754, 0.1875], [2.3505, 1.6206, 1.5086], [2.8270, 2.4254, 0.3066], [2.6511, -0.3656, 0.7026], [1.4992, -0.2771, 2.0255], [3.1609, 1.4707, 2.2419], [1.5508, 2.1624, 2.0221], [3.2725, 3.3952, 0.5412], [1.9841, 2.5040, -0.3790], [3.6172, 1.8813, -0.2276], [-3.0059, -1.9108, -1.3087], [-2.0174, -1.1764, -0.7812], [-0.9602, -1.5813, -0.0210], [-4.0588, -1.3165, -2.0990], [-3.0400, -2.9868, -1.1299], [-1.9673, -0.1107, -0.9992], [-1.0787, -2.3469, 0.6196], [-0.2013, -0.8445, 0.2246], [-4.9369, -1.3021, -1.5887], [-4.2228, -1.8693, -2.9291]],
  "atomic_forces_ev_per_a": [[-0.5901, -0.0192, -0.1495], [0.2050, -0.2022, 0.3054], [0.4220, -0.0114, 0.2724], [0.2836, -0.4080, -0.1940], [0.1211, 0.1529, -0.0725], [0.0107, 0.0722, 0.0059], [-0.0054, 0.0822, -0.0900], [-0.0603, 0.0133, -0.0179], [-0.3214, 0.1481, 0.1512], [0.0497, 0.2412, -0.0535], [-0.1088, -0.1267, 0.0348], [-0.1893, -0.2339, 0.1668], [0.6012, 0.2635, 0.0582], [0.1786, 0.1044, 0.4601], [-0.0720, 0.0365, 0.2029], [0.0148, 0.0157, 0.0235], [-0.1243, -0.0524, -0.2473], [-0.1355, -0.2054, -0.2198], [-0.3146, 0.0880, -0.4508], [0.0474, 0.0165, -0.0614], [-0.0123, 0.0248, -0.1245]]
}

=====

(2)
{
  "formula": "C4H8N2O",
  "method": "wB97M-V/def2-TZVPD",
  "orbital_gap_ev": [8.2, 8.2],
  "e_homo_ev": [-7.72, -7.72],
  "spin_multiplicity": 1,
  "e_above_lowest_kj_mol": 406.7,
  "energy_ha": -341.848744,
  "elements": ["C", "N", "C", "C", "O", "C", "N", "H", "H", "H", "H", "H", "H", "H", "H"],
  "positions_angstrom": [[2.0253, 0.1414, 0.1144], [0.7742, 0.4303, 0.3745], [-0.3335, 0.3325, -0.3966], [-1.6557, 0.6211, 0.2665], [-1.5985, 0.2922, 1.6481], [-0.1956, 0.1940, -1.7906], [-0.0814, 0.0908, -2.9450], [2.3090, -0.1019, -0.9013], [2.7514, 0.1980, 0.9119], [1.0844, -1.9780, -0.0791], [0.5223, 0.6080, 1.3481], [0.3519, -1.9083, -0.2452], [-2.4490, 0.0704, -0.2549], [-1.9236, 1.6827, 0.2380], [-1.5811, -0.6733, 1.7111]],
  "atomic_forces_ev_per_a": [[0.0258, 0.1871, -0.0822], [-0.0679, -0.0862, 0.0145], [0.1193, 0.1038, 0.0044], [-0.1004, 0.1588, -0.2218], [-0.0053, -0.2734, 0.0614], [0.0838, -0.0864, -0.8599], [-0.0625, 0.0631, 1.0304], [-0.0450, 0.0789, 0.1275], [-0.1463, 0.0636, -0.0718], [-0.1327, -0.2115, -0.0369], [0.0899, 0.0104, -0.1032], [0.1006, -0.2030, -0.0190], [0.1252, 0.1017, 0.0694], [0.0380, -0.0596, 0.0123], [-0.0223, 0.1526, 0.0749]]
}

=====

(3)
{
  "formula": "C46H40N3O2PS2Se2V",
  "method": "wB97M-V/def2-TZVPD",
  "orbital_gap_ev": [6.2, 6.4],
  "charge": 1,
  "e_homo_ev": [-9.35, -9.39],
  "spin_multiplicity": 3,
  "e_above_lowest_kj_mol": 20.3,
  "energy_ha": -8976.058150,
  "elements": ["V", "C", "C", "N", "C", "C", "C", "C", "C", "C", "C", "N", "C", "C", "C", "C", "C", "C", "C", "C", "N", "C", "H", "H", "H", "H", "H", "H", "H", "H", "H", "H", "H", "H", "O", "S", "C", "C", "C", "C", "S", "O", "C", "C", "C", "C", "C", "C", "C", "C", "C", "C", "C", "C", "H", "H", "H", "H", "H", "H", "H", "H", "H", "H", "H", "H", "H", "H", "H", "H", "H", "H", "Se", "P", "Se", "C", "C", "C", "C", "C", "C", "C", "C", "C", "C", "C", "C", "H", "H", "H", "H", "H", "H", "H", "H", "H", "H"],
  "positions_angstrom": [[0.2297, -2.4955, 0.3862], [-3.4107, -3.0317, -2.1780], [-2.0920, -3.0113, -1.7486], [-1.7480, -2.7903, -0.4626], [-2.7312, -2.4945, 0.4577], [-4.0877, -2.5477, 0.0500], [-4.4510, -2.8124, -1.3038], [-5.0419, -2.1569, 1.0746], [-4.6191, -1.7675, 2.3135], [-3.3065, -1.9254, 2.7577], [-2.3384, -2.2343, 1.8005], [-0.9782, -2.3049, 2.0379], [-0.3230, -2.1916, 3.2294], [-0.7986, -2.6668, 4.4522], [0.0959, -2.6609, 5.5449], [1.3256, -1.9899, 5.5398], [1.8665, -1.5140, 4.3038], [3.1614, -0.9594, 4.0750], [3.5291, -0.6064, 2.8045], [2.7025, -0.9122, 1.7331], [1.5376, -1.5586, 1.8572], [1.0677, -1.7702, 3.1353], [-3.5756, -3.1973, -3.2418], [-1.2792, -3.1939, -2.4238], [-5.4945, -2.9158, -1.5892], [-6.1018, -2.2582, 0.8841], [-5.3242, -1.3537, 2.9979], [-2.9736, -1.7310, 3.7677], [-1.8261, -3.0365, 4.6431], [-0.1153, -3.3654, 6.3633], [1.8224, -1.8805, 6.4936], [3.7059, -0.6205, 4.9540], [4.5438, -0.2214, 2.6601], [2.9437, -0.7221, 0.6987], [0.5140, 3.5066, 4.0904], [0.9149, 4.7885, 3.3689], [-0.5672, 5.3521, 2.4240], [-1.1352, 4.3674, 1.4249], [-2.5639, 4.7384, 0.9626], [-3.6414, 3.6759, 1.2213], [-3.5870, 2.0414, 0.2999], [-2.2085, 1.4091, 0.2622], [-3.9491, 2.5338, -1.4022], [-2.9641, 2.4385, -2.3560], [-3.3004, 2.7875, -3.6648], [-4.6018, 3.1840, -3.9639], [-5.5924, 3.1241, -3.0022], [-5.2706, 2.8625, -1.6774], [2.0911, 4.3910, 2.0384], [2.9399, 3.3358, 2.2737], [3.7208, 2.9343, 1.2164], [3.5902, 3.4416, -0.0737], [2.7687, 4.5859, -0.2694], [2.0671, 5.0906, 0.8594], [-0.2767, 6.3076, 2.0310], [-1.2912, 5.5871, 3.1888], [-1.2733, 3.3753, 1.9109], [-0.4691, 4.2185, 0.5481], [-2.5081, 5.0545, -0.0991], [-2.9326, 5.6591, 1.5051], [-4.6180, 4.0777, 1.0055], [-3.5655, 3.3460, 2.2773], [-1.9217, 2.2047, -2.0629], [-2.5213, 2.7688, -4.4172], [-4.8045, 3.5284, -4.9686], [-6.6353, 3.2844, -3.2743], [-6.0397, 2.8205, -0.9210], [2.8612, 2.8027, 3.2207], [4.4315, 2.1333, 1.4009], [4.1267, 3.0612, -0.9262], [2.6440, 5.0914, -1.2163], [1.4922, 6.0019, 0.8141], [1.2178, -4.5046, -0.4748], [2.1540, -2.7186, -1.7739], [0.8723, -0.9427, -1.2125], [1.9434, -3.1120, -3.4895], [1.0848, -2.2863, -4.2158], [0.5376, -2.8088, -5.3828], [0.7478, -4.1380, -5.8053], [1.6864, -4.8807, -5.1170], [2.2268, -4.4136, -3.9123], [3.8353, -2.3224, -1.5223], [4.6718, -3.2961, -0.9237], [6.0227, -3.0003, -0.7900], [6.5907, -1.8132, -1.2847], [5.7160, -0.8863, -1.8618], [4.3428, -1.1217, -1.9992], [0.8703, -1.2498, -3.9756], [-0.1179, -2.1614, -5.9563], [0.2795, -4.5152, -6.7028], [2.0731, -5.8275, -5.5295], [2.9585, -5.0183, -3.3709], [4.2658, -4.2667, -0.6055], [6.6483, -3.7813, -0.3621], [7.6419, -1.5709, -1.1554], [6.1764, 0.0277, -2.1996], [3.7153, -0.4046, -2.4943]],
  "atomic_forces_ev_per_a": [[-2.4386, 0.1577, 3.1709], [-0.6913, 0.0826, -0.8218], [0.3904, 0.2818, 2.2084], [-0.1521, 0.1918, -0.5975], [-0.0881, -0.8088, -1.5915], [-1.1115, 0.9362, 1.3919], [1.1224, -0.3928, 0.9406], [0.4278, -0.5471, -0.8717], [-0.3427, -0.4149, -0.0201], [1.4009, 0.1862, -1.3595], [-0.1364, -0.1522, 1.2633], [0.9924, 0.0093, -2.7110], [0.2821, -0.8251, 1.0095], [0.4642, 0.3798, 0.1164], [1.0364, -0.0688, 0.1752], [-1.0023, -0.5276, -0.2923], [-0.7806, -0.6559, -0.7078], [-1.5080, 0.6494, 0.6884], [1.0886, -0.1650, 0.5299], [-1.0323, -1.2412, -0.7219], [0.4039, 0.5968, 1.0256], [-0.2738, 0.1909, 0.2318], [-0.1291, -0.0706, 0.2745], [0.2775, -0.0799, -0.2475], [0.1933, 0.2629, 0.0069], [-0.0249, 0.4102, -0.2420], [-0.5812, -0.0741, 0.4437], [-0.4071, 0.2646, -0.1145], [1.0039, 0.0185, -0.5525], [-0.2188, 1.0276, 0.0872], [0.4510, -0.1156, -0.1976], [0.3573, -0.4450, -0.2425], [-0.5826, 0.1796, -0.2265], [0.4647, 0.2290, -0.0048], [0.6901, 1.0931, -1.1200], [-0.7169, -0.5090, 1.1586], [0.7250, -0.6716, -0.0261], [-0.4864, -1.1416, -0.0561], [-0.1700, 1.2049, -0.3441], [1.4518, -0.5433, -0.1649], [0.5897, -0.5021, 0.0400], [-0.8163, 0.9211, 0.2257], [-0.1565, 0.1061, 1.4061], [0.7113, 0.3827, -0.3092], [0.0841, 0.1290, 0.4385], [0.6995, -0.3314, -0.4323], [-0.6660, 0.3834, 0.2889], [0.3214, -0.4570, -0.8390], [-1.1813, -0.0067, 0.8641], [-0.6051, -0.0282, -0.0244], [0.8191, -1.1494, -0.4742], [-0.9390, 1.8511, 0.0922], [-0.0227, -0.4115, 1.7758], [0.6945, -0.3011, -1.5235], [0.1326, 0.5317, -0.5721], [-0.1575, -0.1443, 0.5307], [0.6993, 0.5341, -0.1516], [-0.3913, 0.0803, 0.6426], [-0.3761, -0.3193, 0.4180], [0.4163, -0.8123, -0.4411], [-0.5026, -0.0583, 0.0030], [-0.2748, 0.1490, -0.4965], [-0.8710, -0.0768, -0.1616], [-0.1497, 0.1123, -0.1016], [-0.2632, -0.1918, -0.0514], [0.2767, 0.2081, 0.0365], [-0.0094, 0.0291, 0.1423], [0.3097, 0.0964, -0.2088], [-0.0654, -0.0505, -0.1883], [0.2456, -0.2611, 0.0681], [0.2122, -0.1406, -0.1052], [-0.1762, 0.0194, -0.3684], [1.5047, 0.7002, -1.4212], [-2.0122, -0.2589, 1.3813], [1.1888, 0.9085, -1.8853], [-1.3165, -0.4241, 0.3441], [0.1530, -0.5946, -1.3080], [-0.6089, -0.2434, -0.2921], [0.4921, 1.3348, 0.3664], [0.8291, -0.7934, 0.2886], [0.4332, 0.2636, -0.7938], [1.2396, -1.0287, 0.8997], [-0.1288, 0.8226, -0.3860], [0.6348, -0.5376, -0.2354], [-1.5431, -0.2648, 0.4928], [0.4122, -0.1015, 0.0368], [1.1488, -0.2759, 0.2424], [0.0417, -0.2986, 0.3151], [0.0143, -0.1358, -0.0520], [-0.0085, 0.0227, -0.0083], [-0.5611, 0.3877, 0.3898], [-0.3955, 0.0754, -0.0467], [0.1900, 0.5972, -0.0130], [0.0544, 0.2946, 0.0373], [-0.1897, -0.2023, -0.1153], [-0.2892, 0.2920, -0.2378], [-0.2201, 0.2659, -0.0112]]
}

=====

Please write out number 2 again, unchanged.
{
  "formula": "C4H8N2O",
  "method": "wB97M-V/def2-TZVPD",
  "orbital_gap_ev": [8.2, 8.2],
  "e_homo_ev": [-7.72, -7.72],
  "spin_multiplicity": 1,
  "e_above_lowest_kj_mol": 406.7,
  "energy_ha": -341.848744,
  "elements": ["C", "N", "C", "C", "O", "C", "N", "H", "H", "H", "H", "H", "H", "H", "H"],
  "positions_angstrom": [[2.0253, 0.1414, 0.1144], [0.7742, 0.4303, 0.3745], [-0.3335, 0.3325, -0.3966], [-1.6557, 0.6211, 0.2665], [-1.5985, 0.2922, 1.6481], [-0.1956, 0.1940, -1.7906], [-0.0814, 0.0908, -2.9450], [2.3090, -0.1019, -0.9013], [2.7514, 0.1980, 0.9119], [1.0844, -1.9780, -0.0791], [0.5223, 0.6080, 1.3481], [0.3519, -1.9083, -0.2452], [-2.4490, 0.0704, -0.2549], [-1.9236, 1.6827, 0.2380], [-1.5811, -0.6733, 1.7111]],
  "atomic_forces_ev_per_a": [[0.0258, 0.1871, -0.0822], [-0.0679, -0.0862, 0.0145], [0.1193, 0.1038, 0.0044], [-0.1004, 0.1588, -0.2218], [-0.0053, -0.2734, 0.0614], [0.0838, -0.0864, -0.8599], [-0.0625, 0.0631, 1.0304], [-0.0450, 0.0789, 0.1275], [-0.1463, 0.0636, -0.0718], [-0.1327, -0.2115, -0.0369], [0.0899, 0.0104, -0.1032], [0.1006, -0.2030, -0.0190], [0.1252, 0.1017, 0.0694], [0.0380, -0.0596, 0.0123], [-0.0223, 0.1526, 0.0749]]
}